# 1
Molecular formula: C34H59FN2O4S
Method: DFT, the ωB97M-V functional and the def2-TZVPD basis

As for the SMILES: C=CN[C@H](C=C)[C@](CC[C@H](C)CCC=C(C)C)(CNC)O[C@@H](CCCCC)CCCCS(=O)(=O)O.Fc1ccccc1. The orbital gap is 0.30375 hartree. The total energy is -2239.2775 hartree. As for the multiplicity: 1.

```
101
Properties=species:S:1:pos:R:3:lowdin_charge:R:1
C 3.2527 -4.0541 1.8273 0.017
C 2.2038 -3.5841 1.1525 -0.224
N 1.1729 -2.7958 1.7111 0.004
C 1.5787 -1.4525 2.1717 -0.253
C 2.0936 -1.5383 3.5945 -0.134
C 1.7402 -2.4594 4.4802 0.011
C 0.4185 -0.4153 2.0432 -0.382
C 0.7210 0.8072 2.9324 -0.115
C 2.0418 1.5435 2.6672 -0.138
C 1.9624 2.5727 1.5148 -0.366
C 3.0416 2.2738 0.4703 -0.061
C 2.0671 4.0388 1.9877 -0.163
C 1.1584 4.9428 1.1264 -0.192
C -0.3197 4.9318 1.4655 -0.088
C -0.9273 5.9669 2.0870 -0.355
C -0.3296 6.5873 3.3198 -0.060
C -2.2011 6.5707 1.5575 -0.068
C -0.8697 -1.0536 2.5920 -0.152
N -1.9311 -0.0790 2.9028 -0.092
C -3.2674 -0.6972 2.9718 -0.116
O 0.3382 0.1313 0.7284 -0.049
C -0.4329 -0.4688 -0.3082 -0.336
C -1.7502 0.2794 -0.4826 -0.121
C -2.6956 -0.4273 -1.4794 -0.178
C -4.1339 -0.6379 -0.9745 -0.195
C -4.6959 -1.9964 -1.4537 -0.252
C -4.4232 -3.0877 -0.4032 -0.102
C 0.4039 -0.3018 -1.5787 -0.123
C 1.6238 -1.2366 -1.6305 -0.163
C 2.9707 -0.5969 -1.9913 -0.218
C 2.8746 0.4519 -3.0913 -0.225
S 4.4429 1.1177 -3.6339 0.585
O 4.8139 0.5256 -4.8745 -0.266
O 4.3600 2.5481 -3.5642 -0.294
O 5.4911 0.6645 -2.5216 -0.153
H 4.1714 -4.3057 1.3141 0.048
H 3.2289 -4.1961 2.8981 0.045
H 2.0818 -3.8535 0.1034 0.102
H 0.4292 -2.7412 1.0317 0.084
H 2.4096 -1.0987 1.5452 0.140
H 2.7879 -0.7623 3.8970 0.103
H 1.1877 -3.3496 4.2076 0.066
H 2.0386 -2.3440 5.5155 0.059
H -0.0663 1.5205 2.6752 0.120
H 0.5787 0.5578 3.9846 0.121
H 2.2809 2.0948 3.5816 0.113
H 2.8873 0.8718 2.5055 0.096
H 1.0059 2.4593 1.0003 0.113
H 2.8525 1.2819 0.0541 0.049
H 4.0250 2.2343 0.9498 0.087
H 3.0636 3.0231 -0.3238 0.084
H 1.7986 4.1404 3.0392 0.103
H 3.0971 4.3690 1.8163 0.110
H 1.5202 5.9705 1.1076 0.109
H 1.1929 4.5595 0.1011 0.109
H -0.8799 4.0287 1.2261 0.106
H 0.7301 6.3375 3.4076 0.069
H -0.8329 6.1561 4.1868 0.087
H -0.4057 7.6784 3.3541 0.075
H -2.5383 6.0310 0.6737 0.073
H -3.0160 6.6276 2.2866 0.073
H -1.9411 7.5840 1.2412 0.085
H -0.5619 -1.5600 3.5140 0.122
H -1.2663 -1.8451 1.9567 0.109
H -1.7364 0.2282 3.8464 0.096
H -3.9956 -0.1229 2.3965 0.062
H -3.2651 -1.7298 2.6189 0.069
H -3.6421 -0.7205 3.9990 0.077
H -0.6081 -1.5451 -0.1864 0.139
H -1.4906 1.2697 -0.8696 0.120
H -2.2425 0.4538 0.4738 0.098
H -2.2696 -1.3705 -1.8339 0.095
H -2.7718 0.2219 -2.3553 0.113
H -4.1816 -0.6215 0.1150 0.076
H -4.7817 0.1570 -1.3485 0.107
H -4.1490 -2.2567 -2.3591 0.064
H -5.7544 -1.9384 -1.7078 0.102
H -5.0643 -3.9472 -0.6041 0.070
H -4.6820 -2.6780 0.5744 0.059
H -3.3858 -3.4189 -0.4101 0.060
H 0.6825 0.7530 -1.6264 0.114
H -0.2217 -0.5154 -2.4475 0.119
H 1.4208 -2.0185 -2.3695 0.116
H 1.7468 -1.7573 -0.6824 0.074
H 3.4239 -0.1743 -1.0942 0.086
H 3.6573 -1.3786 -2.3238 0.121
H 2.4066 0.0357 -3.9844 0.117
H 2.3063 1.3323 -2.7994 0.092
H 5.5153 1.3741 -1.8617 0.096
F -2.6820 -3.9537 -2.7492 0.041
C -2.2384 -4.0703 -4.0209 -0.280
C -1.0429 -4.7204 -4.2500 -0.018
C -0.5933 -4.8350 -5.5580 -0.082
C -1.3325 -4.2983 -6.6033 -0.094
C -2.5301 -3.6469 -6.3417 -0.080
C -2.9966 -3.5308 -5.0398 -0.015
H -0.4820 -5.1251 -3.4182 0.116
H 0.3386 -5.3462 -5.7594 0.106
H -0.9755 -4.3881 -7.6202 0.102
H -3.1065 -3.2248 -7.1542 0.106
H -3.9298 -3.0333 -4.8125 0.115
```

# 2
Molecular formula: C34H61N6O3SSi4V
Method: DFT, the ωB97M-V functional and the def2-TZVPD basis

The energy relative to the best compared isomer or geometry (same formula, charge and spin) comes out at 0.0909 eV. The expectation value of S² is 0.765. The orbital gap (alpha / beta) is 0.21519 / 0.19242 hartree. The charge is -1. The total energy is -4386.7616 hartree. As for the multiplicity: 2.

```
110
Properties=species:S:1:pos:R:3:mulliken_spin:R:1
V -0.2746 0.0803 0.4407 0.898
N 3.6803 0.3759 2.8327 0.000
C 4.6017 0.3681 1.7025 0.001
C 3.8759 0.7492 0.4194 -0.026
C 3.5678 2.2486 0.3232 0.000
C 2.2353 2.5700 -0.3393 -0.001
N 1.1262 2.0387 0.4455 -0.007
H 3.2848 1.2854 3.0374 0.000
H 4.1084 0.0347 3.6829 0.000
H 4.9802 -0.6537 1.6100 0.000
H 5.4817 1.0208 1.8272 0.000
H 2.9505 0.1703 0.3551 0.035
H 4.4896 0.4621 -0.4375 0.000
H 4.3683 2.7455 -0.2326 0.000
H 3.5694 2.7141 1.3169 0.000
H 2.2026 2.1314 -1.3432 0.000
H 2.1604 3.6569 -0.4594 0.000
H 0.2495 2.5392 0.2938 0.001
H 1.2970 2.1605 1.4415 0.000
O 1.2327 1.7307 4.4896 0.000
S 0.0633 1.4951 3.6671 0.004
O -0.3784 2.6052 2.8661 0.001
N 0.2176 0.2224 2.7097 0.001
C 0.8712 -0.8923 3.2163 -0.012
C 1.1141 -1.2232 4.5391 0.010
C 1.7703 -2.4146 4.8993 -0.006
C 2.1909 -3.3186 3.9687 0.006
C 1.9615 -3.0358 2.6016 -0.012
C 2.3256 -3.9335 1.5682 0.023
C 2.0864 -3.6204 0.2608 -0.020
C 1.4976 -2.3715 -0.0263 0.088
N 1.1376 -1.5135 0.9165 -0.048
C 1.3318 -1.8323 2.2297 0.010
C -1.2748 1.1220 4.7970 0.000
C -2.4938 0.6981 4.2842 -0.001
C -3.5406 0.4173 5.1475 0.000
C -3.3707 0.5628 6.5197 0.000
C -2.1520 0.9916 7.0256 0.000
C -1.1001 1.2737 6.1624 0.000
H 0.8244 -0.5538 5.3333 0.001
H 1.9314 -2.6104 5.9536 0.000
H 2.6838 -4.2419 4.2479 0.000
H 2.7951 -4.8733 1.8409 0.001
H 2.3364 -4.2868 -0.5530 0.000
H 1.3232 -2.0635 -1.0460 -0.028
H -2.6142 0.5711 3.2155 0.001
H -4.4884 0.0812 4.7460 0.000
H -4.1898 0.3421 7.1931 0.000
H -2.0169 1.1058 8.0939 0.000
H -0.1424 1.6100 6.5386 0.000
C -3.9874 0.8709 0.8641 -0.001
C -2.8227 1.8579 0.9013 -0.012
C -3.2545 3.1875 0.2836 -0.005
O -1.6955 1.3707 0.2611 0.006
H -4.8392 1.2704 1.4210 0.001
H -3.7138 -0.0965 1.3017 0.001
H -4.3141 0.6980 -0.1659 0.000
H -2.5888 2.0685 1.9525 0.009
H -4.1326 3.6008 0.7873 -0.001
H -2.4397 3.9106 0.3516 0.000
H -3.4938 3.0405 -0.7724 0.001
C -3.2981 -0.2328 -2.8075 0.001
Si -1.6839 -1.0600 -3.3832 -0.002
C -1.9572 -1.2606 -5.2538 0.000
C -1.7466 -2.8926 -2.8197 0.001
Si 0.0977 0.0295 -2.3115 0.046
Si 1.8052 -0.9053 -3.6448 -0.008
C 3.5233 -0.2859 -3.1385 0.000
C 2.0152 -2.7994 -3.5381 0.000
C 1.7057 -0.6178 -5.5159 -0.002
Si 0.0770 2.1033 -3.4451 0.001
C -0.8712 2.1641 -5.0919 -0.001
C -0.7445 3.4519 -2.4097 0.001
C 1.7637 2.8355 -3.9302 -0.001
H -4.1662 -0.8944 -2.8952 0.000
H -3.4836 0.6390 -3.4421 0.000
H -3.2199 0.1451 -1.7829 -0.001
H -2.9739 -1.6506 -5.3856 0.000
H -1.2753 -1.9900 -5.6922 0.000
H -1.8822 -0.3297 -5.8161 0.000
H -2.7823 -3.2287 -2.6862 0.000
H -1.3208 -3.5074 -3.6170 0.000
H -1.1953 -3.1119 -1.9041 0.000
H 3.7722 -0.6579 -2.1421 0.000
H 3.5947 0.8031 -3.1178 0.000
H 4.2779 -0.6653 -3.8367 0.000
H 2.4696 -3.1071 -2.5952 0.000
H 2.7051 -3.1000 -4.3347 0.000
H 1.0876 -3.3588 -3.6715 0.000
H 1.7681 0.4351 -5.7958 0.000
H 0.7821 -1.0123 -5.9340 0.000
H 2.5413 -1.1402 -5.9937 0.000
H -1.9141 1.8590 -4.9712 0.000
H -0.4175 1.5382 -5.8625 0.000
H -0.8660 3.1992 -5.4509 0.000
H -1.8306 3.3455 -2.4742 -0.001
H -0.4780 4.4368 -2.8071 0.000
H -0.4882 3.4137 -1.3467 0.003
H 2.3158 2.2034 -4.6269 0.000
H 2.4211 3.0478 -3.0823 0.001
H 1.5658 3.7892 -4.4319 0.000
N -2.5566 -2.0362 0.1681 0.003
C -3.3701 -2.9473 0.7178 0.008
C -3.0507 -3.0049 2.0563 -0.002
C -2.0147 -2.0726 2.2175 0.022
N -1.7287 -1.4821 1.0615 0.008
H -2.5058 -1.7077 -0.7828 0.000
H -4.0962 -3.4757 0.1243 0.001
H -3.5007 -3.6304 2.8069 0.000
H -1.4757 -1.7947 3.1079 0.003
```